Molecular formula: C4H5NOS
Method: DFT, the ωB97M-V functional and the def2-TZVPD basis

```
12
Properties=species:S:1:pos:R:3:forces:R:3
C -0.4920 -1.2805 -0.0621 -0.32 -1.66 -1.45
C -0.8245 0.0517 -0.0976 0.44 -1.93 1.30
C -2.3747 0.4301 0.1663 2.83 0.57 2.08
O -3.2468 -0.3388 -0.1058 0.35 1.44 0.21
N 0.1713 1.0883 0.0611 -0.39 2.48 -2.32
C 1.5650 0.9993 -0.2601 -2.16 -5.28 2.96
S 2.4314 -0.4716 0.1208 -0.87 3.29 -1.13
H -1.3060 -2.0905 -0.0904 0.81 1.80 0.07
H 0.5446 -1.8183 -0.2370 -2.30 1.98 0.77
H -2.3852 1.4601 0.9697 -0.67 -2.38 -2.35
H -0.3359 2.0418 -0.1184 1.85 -2.09 0.36
H 2.1129 1.8410 -0.5168 0.42 1.79 -0.51
```
Forces are in eV/Å.

## Properties
LUMO = -0.5 eV
highest occupied orbital energy = -8.57 eV
relative energy (zero: lowest compared OMol25 entry of this formula, charge and spin) = 342.6 kJ/mol
frontier orbital gap = 8.07 eV

Results of the Mulliken charge analysis, in e, for atoms 1 through 5: atom 1 (C): -0.767, atom 2 (C): 0.735, atom 3 (C): -0.015, atom 4 (O): -0.388, atom 5 (N): -0.222

---

Molecular formula: C30H43BrN2P2Pt
Method: DFT, the ωB97M-V functional and the def2-TZVPD basis

```
79
Properties=species:S:1:pos:R:3:forces:R:3
C -3.1641 0.6162 -6.8699 -0.93 0.61 -0.22
C -4.0141 1.4066 -6.0611 -0.14 0.12 -1.80
C -5.0201 2.1553 -6.7199 0.87 -0.74 0.18
C -5.1470 2.0052 -8.1077 -1.06 0.66 -1.80
N -4.3451 1.2340 -8.8435 0.46 0.23 4.56
C -3.3774 0.5441 -8.2439 0.84 -0.88 -1.56
C -3.6728 1.3675 -4.6671 2.08 -0.80 0.77
C -2.6787 0.8134 -3.9829 -1.63 1.50 -2.46
C -1.4542 0.1430 -3.8088 0.21 -0.83 0.63
C -1.3404 -1.2658 -3.9347 0.38 -0.39 0.68
C -0.4499 -1.9069 -3.0812 -0.73 -0.50 -1.17
C 0.2131 -1.1595 -2.0926 0.58 -0.61 0.58
C 0.1167 0.2324 -2.0303 0.16 0.81 -0.08
C -0.5190 0.8904 -3.0490 0.48 0.35 0.80
Pt -3.6439 1.9638 -2.7362 -1.99 -2.47 -1.35
P -2.8644 -0.6486 0.3050 -1.42 -2.84 2.66
H -5.6800 2.8540 -6.2117 0.00 -0.23 -0.16
H -2.3285 0.0850 -6.4260 -0.16 -0.07 -0.42
H -5.9229 2.5287 -8.6737 0.04 0.05 0.25
H -2.7292 -0.0872 -8.8504 -0.09 0.11 -0.11
H -0.4120 1.9725 -3.1666 -0.40 -0.28 0.27
H -2.0115 -1.8150 -4.6008 0.29 0.07 0.29
H 0.5329 0.7725 -1.1849 0.47 0.22 -0.36
H -0.3021 -2.9845 -3.1226 -0.07 0.18 -0.06
C -2.4159 -0.3620 2.0801 0.98 1.25 -0.38
C -3.3695 -0.8137 3.1845 -0.64 -0.22 0.11
H -2.2480 0.7262 2.1567 0.11 -0.29 0.32
H -1.4336 -0.8454 2.1986 -0.16 0.23 -0.13
H -2.8805 -0.6290 4.1522 -0.05 0.03 -0.33
H -4.3085 -0.2426 3.1764 0.27 -0.20 0.04
H -3.5987 -1.8878 3.1387 0.04 0.40 -0.02
C -4.6955 -0.9234 0.3136 -0.30 1.04 -0.88
C -5.2152 -1.7985 -0.8288 -0.13 -0.16 -0.16
H -5.1579 0.0743 0.2388 0.00 -0.40 0.17
H -4.9911 -1.3270 1.2926 0.45 0.15 -0.08
H -6.2335 -1.4828 -1.0847 0.23 -0.17 0.04
H -4.5977 -1.7069 -1.7317 -0.18 -0.06 0.08
H -5.2589 -2.8562 -0.5398 0.08 0.29 -0.16
C -2.2126 -2.3513 0.0549 0.95 0.52 -1.56
C -2.7020 -3.4217 1.0198 -0.39 -0.14 0.69
H -1.1165 -2.2624 0.0885 -0.38 -0.13 0.10
H -2.4615 -2.6148 -0.9816 0.02 -0.11 0.15
H -2.3949 -4.4036 0.6417 0.00 0.23 -0.08
H -2.2607 -3.3185 2.0174 -0.12 0.06 -0.24
H -3.7928 -3.4379 1.1154 0.24 -0.04 0.01
Br 1.3321 -1.9957 -0.8872 -0.12 0.14 -0.44
P -3.3196 3.1583 -0.9815 1.60 2.58 2.84
C -4.4159 2.6917 0.3931 -0.73 -0.55 -0.32
C -4.4537 3.5951 1.6230 -0.07 0.27 0.51
H -4.0804 1.6817 0.6917 -0.14 0.46 -0.16
H -5.4203 2.5697 -0.0458 0.13 0.02 0.31
H -5.2644 3.2565 2.2833 0.19 0.04 -0.21
H -3.5257 3.5499 2.2038 -0.22 -0.03 -0.18
H -4.6611 4.6378 1.3744 0.08 -0.22 0.09
C -1.6531 3.0408 -0.2264 0.39 -0.25 -0.36
C -1.2340 4.2701 0.5943 -0.03 0.25 0.02
H -0.9379 2.8369 -1.0402 -0.04 0.26 0.35
H -1.6534 2.1285 0.4016 -0.15 0.32 -0.23
H -0.3210 4.0347 1.1595 -0.29 0.10 -0.20
H -1.0073 5.1231 -0.0635 -0.05 -0.29 0.29
H -2.0143 4.5702 1.3116 0.44 -0.04 -0.32
C -3.6296 4.8346 -1.6532 0.16 0.24 -0.02
C -4.7874 5.5870 -1.0043 -0.27 0.43 0.08
H -3.8330 4.7408 -2.7357 0.25 -0.07 0.39
H -2.6699 5.3657 -1.5447 -0.33 -0.05 -0.19
H -5.2148 6.2866 -1.7286 0.11 -0.07 0.18
H -5.5916 4.9157 -0.6943 0.00 0.14 -0.04
H -4.4582 6.1688 -0.1385 -0.09 -0.13 -0.15
C 4.7399 2.5205 -1.0247 0.09 -0.10 -0.04
C 4.0676 2.2840 -2.2252 -1.12 0.18 0.02
C 2.6610 2.4429 -2.2440 1.10 -0.49 0.38
N 1.9551 2.7201 -1.1434 -0.30 0.41 -0.42
C 2.6071 2.9996 -0.0122 0.76 -0.30 -0.04
C 4.0058 2.8896 0.1025 -0.60 0.16 -0.16
H 5.8303 2.4247 -0.9789 -0.47 0.01 0.04
H 4.5649 1.9734 -3.1416 0.09 0.25 0.26
H 2.1039 2.3140 -3.1797 0.22 0.00 0.30
H 1.9980 3.3207 0.8329 0.19 -0.23 -0.08
H 4.4738 3.0825 1.0667 -0.02 0.01 -0.32
```
Forces are in eV/Å.

## Properties
LUMO (alpha / beta) = -12.7 / -15.3 eV
charge = +4
highest occupied orbital energy (alpha / beta) = -17.96 / -17.84 eV
2S+1 = 5
expectation value of S² = 6.0539
frontier orbital gap (alpha / beta) = 5.27 / 2.51 eV

Results of the Mulliken charge analysis, in e, for atoms 1 through 5: atom 1 (C): -0.454, atom 2 (C): 0.910, atom 3 (C): -0.201, atom 4 (C): -0.469, atom 5 (N): 0.105

---

Molecular formula: C4H7NSi
Method: DFT, the ωB97M-V functional and the def2-TZVPD basis

```
13
Properties=species:S:1:pos:R:3:forces:R:3
C -3.8972 -0.2571 0.3315 2.59 0.56 -0.75
C -2.7454 -0.0284 -0.0114 -2.80 -1.01 1.26
C -1.4589 0.0868 -0.3646 6.86 -3.96 3.05
C -0.0569 -0.7602 0.2564 -5.22 3.70 -2.56
Si 1.6038 -0.3457 -0.4112 1.09 0.81 1.29
N 2.6759 0.7894 0.3366 -0.58 1.19 -0.29
H -4.8307 -0.5346 0.6608 -1.50 -0.24 0.42
H -1.1303 0.7308 -1.0826 0.56 1.64 -2.03
H -0.2203 -1.2650 1.1671 -0.44 -0.80 0.81
H 1.5805 0.5592 -1.4790 -1.00 0.23 -2.17
H 2.4804 -1.4904 -0.4616 -0.06 -0.94 -0.31
H 3.3627 0.7558 1.0320 0.76 -0.66 1.24
H 2.6366 1.7594 0.0261 -0.26 -0.52 0.03
```
Forces are in eV/Å.

## Properties
LUMO (alpha / beta) = -0.7 / -0.7 eV
highest occupied orbital energy (alpha / beta) = -8.51 / -8.90 eV
relative energy (zero: lowest compared OMol25 entry of this formula, charge and spin) = 224.2 kJ/mol
frontier orbital gap (alpha / beta) = 7.78 / 8.24 eV

Results of the Mulliken charge analysis, in e, for atoms 1 through 5: atom 1 (C): 0.127, atom 2 (C): -0.344, atom 3 (C): -0.606, atom 4 (C): -0.482, atom 5 (Si): 0.470

---

Molecular formula: C3H8NO
Method: DFT, the ωB97M-V functional and the def2-TZVPD basis

```
13
Properties=species:S:1:pos:R:3:forces:R:3
C -2.1160 1.3776 1.2099 -0.01 -0.06 -0.08
N -0.8907 1.2838 1.5312 0.47 -0.28 0.70
H -2.6895 0.4828 1.0085 0.27 -0.14 -0.91
H -2.6167 2.3324 1.1179 -0.11 0.17 0.91
H -0.4199 1.9499 2.1374 -0.03 0.87 -0.85
H -0.2626 0.5007 1.2224 -0.67 -0.46 0.15
O 0.4438 -0.1764 -0.1669 -0.25 0.09 -0.36
C 0.9340 -1.1955 -0.6228 0.55 0.60 0.99
C 1.6000 -1.3319 -1.9286 -0.08 -0.78 0.13
H 1.0317 -2.0355 0.0855 -0.14 -0.34 -0.40
H 1.5668 -0.4854 -2.6053 -0.11 0.08 0.18
H 2.6212 -1.6220 -1.6654 0.21 0.22 -0.15
H 1.2140 -2.2465 -2.3810 -0.11 0.03 -0.31
```
Forces are in eV/Å.

## Properties
LUMO = -5.4 eV
charge = +1
highest occupied orbital energy = -14.39 eV
relative energy (zero: lowest compared OMol25 entry of this formula, charge and spin) = 85.6 kJ/mol
frontier orbital gap = 9.03 eV

Results of the Mulliken charge analysis, in e, for atoms 1 through 5: atom 1 (C): -0.059, atom 2 (N): -0.065, atom 3 (H): 0.266, atom 4 (H): 0.276, atom 5 (H): 0.290

---

no.,energy (eV)
1,-18598.3677
2,-126605.9146
3,-13624.0195
4,-6770.2830